Density functional theory data (the ωB97M-V functional and the def2-TZVPD basis) for a molecular structure, C20H23BrIN2NiO2Si2.

**Charge**: -1
**Multiplicity**: 3
**Total energy**: -163132.5112 eV
**Expectation value of S²**: 2.010
**Gap between HOMO and LUMO (alpha / beta)**: 5.1 / 7.4 eV

Last column: Mulliken charge in e.
Atoms and positions in Å:
Ni -0.1245 -0.6411 -0.1561  0.203
C 2.9764 -2.6253 -0.4951  -1.137
Si 2.1128 -1.0781 0.1248  0.380
C 2.7974 -0.8545 1.8800  -1.263
C 2.9667 0.3464 -0.8106  0.173
C 4.3674 0.4843 -0.8057  -0.382
C 5.0033 1.5285 -1.4664  -0.655
C 4.2412 2.4667 -2.1598  -0.655
C 2.8555 2.3477 -2.1737  -0.342
C 2.1937 1.2996 -1.5046  0.297
Si 0.2887 1.1578 -1.5188  1.116
C -0.1206 1.0713 -3.3532  -1.293
C -0.2312 2.9421 -1.0693  -1.691
H 4.0630 -2.5352 -0.3486  0.320
H 2.7760 -2.7774 -1.5628  0.266
H 2.6248 -3.5159 0.0433  0.342
H 3.8953 -0.9529 1.8728  0.385
H 2.3935 -1.5998 2.5829  0.345
H 2.5471 0.1459 2.2613  0.270
H 4.9781 -0.2435 -0.2682  0.169
H 6.0857 1.6150 -1.4420  0.360
H 4.7266 3.2827 -2.6868  0.368
H 2.2730 3.0900 -2.7228  0.164
H 0.3552 1.9150 -3.8712  0.394
H -1.2037 1.1134 -3.5386  0.333
H 0.2561 0.1357 -3.7834  0.295
H 0.1055 3.6320 -1.8582  0.401
H 0.2297 3.2849 -0.1257  0.467
H -1.3246 3.0458 -0.9817  0.370
Br -4.4314 -4.6941 0.1287  -0.174
C -4.1901 -2.8233 0.3477  -0.051
C -5.0366 -2.2246 1.2758  -0.538
C -4.9515 -0.8629 1.5282  -0.538
C -4.0147 -0.0983 0.8479  -0.701
C -3.1609 -0.7138 -0.0538  -0.316
C -3.2120 -2.0844 -0.3267  0.452
C -2.1747 -2.6474 -1.3088  0.301
O -2.5169 -3.5424 -2.0684  -0.671
O -1.0121 -2.1033 -1.2114  -0.675
H -5.7608 -2.8361 1.8014  0.390
H -5.6127 -0.4080 2.2563  0.399
H -3.9442 0.9701 1.0235  0.435
H -2.4221 -0.1248 -0.5788  0.484
I -2.5001 -0.0211 5.5184  0.094
C -1.6431 0.3933 3.6958  -0.627
C -1.4244 1.6341 3.1483  -0.243
N -0.8606 1.4164 1.9484  0.247
N -0.6989 0.1217 1.6884  0.421
C -1.1733 -0.5266 2.7388  -0.593
H -1.6291 2.6251 3.5252  0.445
H -0.5785 2.0764 1.2382  -0.057
H -1.1593 -1.6073 2.7749  0.518